Entry 1:
ORCA calculation (ωB97M-V/def2-TZVPD) on one molecule with the formula C18H18N4O3S3.

The geometry in XYZ format:
```
46
Properties=species:S:1:pos:R:3
C 0.722 -0.181 -3.225
C 1.981 0.166 -3.411
C 2.881 0.784 -2.381
N 2.298 0.824 -1.056
C 2.213 -0.297 -0.308
S 2.931 -1.765 -0.960
C 2.460 -2.969 0.323
C 1.117 -3.606 0.036
O 0.954 -4.803 -0.078
N 0.093 -2.726 -0.082
C -1.182 -3.130 -0.361
S -1.585 -4.795 -0.508
C -3.233 -4.368 -0.818
C -3.447 -3.032 -0.808
C -2.263 -2.287 -0.544
C -2.103 -0.833 -0.486
N -3.222 -0.089 -0.609
O -1.007 -0.295 -0.339
N 1.651 -0.378 0.859
C 1.082 0.751 1.317
S 0.226 0.843 2.810
C -0.122 2.541 2.533
C -0.910 3.282 3.562
C -1.111 4.752 3.218
C 0.399 2.978 1.362
C 1.094 1.964 0.651
C 1.738 2.056 -0.631
O 1.841 3.043 -1.328
H 0.136 -0.608 -4.021
H 0.217 -0.054 -2.282
H 2.458 0.033 -4.372
H 3.080 1.826 -2.659
H 3.832 0.242 -2.340
H 2.432 -2.423 1.267
H 3.232 -3.737 0.332
H 0.202 -1.712 0.040
H -3.952 -5.142 -0.995
H -4.413 -2.595 -0.990
H -4.130 -0.498 -0.729
H -3.132 0.912 -0.588
H -0.396 3.197 4.525
H -1.883 2.795 3.679
H -1.683 5.240 4.004
H -0.154 5.258 3.125
H -1.653 4.857 2.282
H 0.311 3.979 0.985
```

The net charge is 0. For the energy relative to the best compared isomer or geometry (same formula, charge and spin), the calculation gives 0.0 kJ/mol. The calculation puts the total energy at -63568.53402 eV. The value obtained for the gap between HOMO and LUMO is 8.4922 eV. Its SMILES is C=CCn1c(SCC(=O)Nc2sccc2C(N)=O)nc2sc(CC)cc2c1=O.

=====

Entry 2:
ORCA calculation (ωB97M-V/def2-TZVPD) on one molecule with the formula C18H18N4O4S2 in a non-equilibrium geometry.

The geometry in XYZ format:
```
46
Properties=species:S:1:pos:R:3
C 2.867 3.327 2.808
O 2.362 2.045 2.513
C 3.097 0.960 2.829
C 4.390 0.997 3.345
C 5.080 -0.176 3.592
C 4.504 -1.407 3.325
C 3.222 -1.459 2.810
C 2.508 -0.292 2.564
C 1.110 -0.351 2.081
O 0.190 0.311 2.502
N 0.903 -1.279 1.077
C -0.312 -1.398 0.476
N -0.524 -2.135 -0.570
N -1.774 -2.052 -1.003
C -2.518 -1.274 -0.297
S -4.213 -0.868 -0.718
O -5.029 -1.980 -0.343
O -4.484 0.411 -0.138
N -4.257 -0.721 -2.360
C -4.015 -1.947 -3.082
C -3.708 0.514 -2.897
C -2.222 0.644 -2.693
C -1.321 0.018 -3.546
C 0.039 0.075 -3.295
C 0.515 0.767 -2.195
C -0.373 1.414 -1.352
C -1.734 1.351 -1.600
S -1.713 -0.522 1.048
H 3.775 3.542 2.236
H 2.081 4.021 2.515
H 3.070 3.442 3.877
H 4.865 1.941 3.560
H 6.079 -0.125 3.997
H 5.046 -2.318 3.523
H 2.754 -2.416 2.631
H 1.669 -1.798 0.671
H -2.952 -2.199 -3.128
H -4.542 -2.733 -2.546
H -4.426 -1.856 -4.088
H -3.962 0.549 -3.960
H -4.228 1.320 -2.376
H -1.684 -0.514 -4.413
H 0.728 -0.426 -3.958
H 1.576 0.806 -1.997
H -0.009 1.956 -0.491
H -2.430 1.838 -0.932
```

The net charge is 0. For the energy relative to the best compared isomer or geometry (same formula, charge and spin), the calculation gives 100.8 kJ/mol. The calculation puts the total energy at -54777.80956 eV. The value obtained for the gap between HOMO and LUMO is 9.1359 eV. Its SMILES is COc1ccccc1C(=O)Nc1nnc(S(=O)(=O)N(C)Cc2ccccc2)s1.

=====

Entry 3:
ORCA calculation (ωB97M-V/def2-TZVPD) on C18H18N5O2Se3Te2Zr as an isolated structure.

The geometry in XYZ format:
```
49
Properties=species:S:1:pos:R:3
Zr 0.197 -0.387 0.327
O -2.731 0.868 5.055
C -2.406 -0.436 5.167
C -2.766 -1.169 6.296
C -2.413 -2.498 6.421
C -1.683 -3.130 5.421
C -1.316 -2.408 4.304
C -1.670 -1.062 4.148
C -1.248 -0.394 2.911
O -0.310 -1.000 2.209
N -1.782 0.729 2.511
N -1.232 1.091 1.320
C -1.613 2.163 0.740
C -0.981 2.444 -0.545
C -1.287 3.555 -1.312
C -0.636 3.742 -2.518
C 0.307 2.812 -2.929
C 0.551 1.717 -2.122
N -0.081 1.526 -0.962
H -3.218 1.146 5.839
H -3.330 -0.680 7.083
H -2.710 -3.046 7.306
H -1.410 -4.172 5.514
H -0.754 -2.880 3.511
H -2.365 2.810 1.177
H -2.024 4.260 -0.951
H -0.861 4.603 -3.133
H 0.839 2.923 -3.863
H 1.272 0.961 -2.407
Se 2.619 -1.306 -0.194
Te 1.235 -2.388 -1.990
Te -0.802 -3.255 -0.413
Se -2.183 -1.177 -0.631
C 2.113 -0.471 4.261
N 3.233 -0.223 3.359
C 4.479 -0.796 3.493
C 5.255 -0.292 2.513
N 4.470 0.578 1.784
C 4.945 1.339 0.637
C 3.227 0.604 2.298
Se 1.779 1.621 1.681
H 2.479 -0.463 5.285
H 1.645 -1.426 4.035
H 1.382 0.321 4.129
H 4.708 -1.495 4.277
H 6.288 -0.471 2.275
H 5.838 1.894 0.918
H 4.165 2.029 0.332
H 5.169 0.665 -0.187
```

The net charge is +1. For the energy relative to the best compared isomer or geometry (same formula, charge and spin), the calculation gives 0.0 kJ/mol. The calculation puts the total energy at -242409.49004 eV. The value obtained for the gap between HOMO and LUMO is 6.4488 eV.

=====

Entry 4:
ORCA calculation (ωB97M-V/def2-TZVPD) on a 2-piece molecular cluster, C18H18N6O5 overall in a non-equilibrium geometry.

The geometry in XYZ format:
```
47
Properties=species:S:1:pos:R:3
N -6.065 0.137 3.866
C -5.116 -0.295 3.333
C -3.919 -0.766 2.670
C -3.712 -1.562 1.517
C -2.376 -1.787 1.043
N -2.194 -2.736 -0.029
O -3.197 -3.336 -0.490
O -1.034 -2.980 -0.457
C -1.247 -1.270 1.713
C -1.469 -0.535 2.871
N -0.590 0.105 3.760
O 0.613 0.175 3.895
O -1.455 0.770 4.724
N -2.806 0.523 4.442
C -2.766 -0.247 3.327
H -4.548 -2.093 1.065
H -0.240 -1.437 1.338
C 2.932 3.782 0.035
C 2.738 2.407 0.665
N 2.504 1.259 -0.204
C 3.705 0.518 -0.655
C 4.112 -0.717 0.158
C 1.231 1.090 -0.721
C 1.019 -0.143 -1.408
N -0.037 -0.351 -2.251
C -0.879 0.658 -2.685
C -1.910 0.387 -3.549
C -2.163 -0.923 -3.958
C -1.282 -1.928 -3.525
C -0.228 -1.631 -2.725
O 0.336 1.940 -0.506
H 2.984 4.512 0.848
H 3.877 3.854 -0.516
H 2.108 4.065 -0.627
H 3.657 2.151 1.204
H 1.893 2.450 1.365
H 3.592 0.255 -1.720
H 4.499 1.274 -0.568
H 5.066 -1.067 -0.254
H 4.296 -0.456 1.210
H 3.389 -1.545 0.111
H 1.792 -0.900 -1.396
H -0.653 1.650 -2.321
H -2.522 1.214 -3.876
H -3.027 -1.159 -4.563
H -1.429 -2.968 -3.788
H 0.523 -2.344 -2.370
```

The net charge is 0. For the energy relative to the best compared isomer or geometry (same formula, charge and spin), the calculation gives 466.8 kJ/mol. The calculation puts the total energy at -38126.32160 eV. The value obtained for the gap between HOMO and LUMO is 4.5821 eV.

=====

| no. | HOMO (eV) |
| --- | --- |
| 1 | -7.985 |
| 2 | -8.994 |
| 3 | -10.145 |
| 4 | -7.038 |